Entry A
This record from the Open Molecules 2025 dataset describes 2 unconnected molecules or ions with the total composition CH5BS. The level of theory is ωB97M-V/def2-TZVPD.

The gap between HOMO and LUMO (spin up / spin down) is 8.17 / 8.71 eV.

XYZ file:
```
8
CH5BS | the Open Molecules 2025 dataset | ωB97M-V/def2-TZVPD
B -0.880 0.881 0.044
C 1.695 -0.633 -0.014
S -2.033 -0.390 0.176
H -1.010 2.012 -0.149
H 1.838 -0.617 -1.071
H 1.309 -1.523 0.437
H 2.282 0.022 0.594
H -3.201 0.247 -0.017
```

Results of the Mulliken charge analysis, in e, for atoms 1 through 6: 0.139, -0.967, -0.209, -0.026, 0.310, 0.322

Entry B
This record from the Open Molecules 2025 dataset describes a molecular structure, CH5BS. The level of theory is ωB97M-V/def2-TZVPD.

The gap between HOMO and LUMO (spin up / spin down) is 7.44 / 7.44 eV.

XYZ file:
```
8
CH5BS | the Open Molecules 2025 dataset | ωB97M-V/def2-TZVPD
B 2.000 -0.094 0.266
C -2.228 0.036 0.062
S 0.080 -0.090 -0.384
H 2.509 0.988 0.339
H 2.439 -1.054 0.882
H -2.303 -0.265 1.129
H -2.743 -0.704 -0.472
H 0.104 1.144 -1.014
```

Results of the Mulliken charge analysis, in e, for atoms 1 through 6: 0.173, -0.515, -0.225, -0.021, -0.012, 0.189

Tell me which of them is the most stable. Sure, it is entry A.

Entry A
This record from the Open Molecules 2025 dataset describes 2 unconnected molecules or ions with the total composition C2H7N2O. The level of theory is ωB97M-V/def2-TZVPD.

The gap between HOMO and LUMO is 10.25 eV. As for the total charge: +1.

XYZ file:
```
12
C2H7N2O | the Open Molecules 2025 dataset | ωB97M-V/def2-TZVPD
C -0.377 -0.912 -0.159
C 2.142 -0.710 -0.135
N 0.699 -0.239 -0.048
N -2.064 1.189 0.174
O -1.150 -1.694 -0.416
H 0.501 0.598 0.443
H 2.089 -1.438 -1.021
H 2.655 0.101 -0.536
H 2.294 -1.033 0.900
H -1.744 2.133 0.143
H -2.278 1.054 1.139
H -2.768 0.951 -0.483
```

Results of the Mulliken charge analysis, in e, for atoms 1 through 6: 0.693, -0.707, -0.203, -0.722, -0.132, 0.312

Entry B
This record from the Open Molecules 2025 dataset describes 2 unconnected molecules or ions with the total composition C2H7N2O. The level of theory is ωB97M-V/def2-TZVPD.

The gap between HOMO and LUMO is 5.30 eV. As for the total charge: +1.

XYZ file:
```
12
C2H7N2O | the Open Molecules 2025 dataset | ωB97M-V/def2-TZVPD
N 1.105 -0.151 1.418
C -0.138 -0.744 0.817
C -0.278 -0.039 -0.547
N -1.522 0.461 -0.763
O 0.702 0.240 -1.208
H 1.762 -0.885 1.684
H 1.537 0.253 0.576
H 0.981 2.306 1.034
H -1.024 -0.681 1.456
H 0.243 -1.774 0.727
H -2.352 0.298 -0.219
H -1.541 1.234 -1.422
```

Results of the Mulliken charge analysis, in e, for atoms 1 through 6: -0.489, -0.210, 0.441, -0.357, -0.537, 0.337

Entry C
This record from the Open Molecules 2025 dataset describes a gas-phase ion, C2H7N2O (charge +1). The level of theory is ωB97M-V/def2-TZVPD.

The gap between HOMO and LUMO is 11.80 eV. As for the total charge: +1.

XYZ file:
```
12
C2H7N2O | the Open Molecules 2025 dataset | ωB97M-V/def2-TZVPD
C 0.937 -0.705 -0.202
C -0.459 0.068 0.045
N -0.472 1.460 -0.107
N -1.578 -0.595 0.072
O 2.087 0.021 -0.037
H 1.023 -1.656 0.285
H 0.919 -0.939 -1.248
H -1.324 2.001 0.088
H 0.408 1.919 0.006
H 2.288 0.354 0.885
H -2.561 -0.338 -0.030
H -1.269 -1.591 0.244
```

Results of the Mulliken charge analysis, in e, for atoms 1 through 6: -0.569, 0.603, -0.368, -0.333, -0.520, 0.432

Tell me which of them is the most stable. Sure, it is entry C.

Entry A
This record from the Open Molecules 2025 dataset describes 2 unconnected molecules or ions with the total composition C9H11NOS2. The level of theory is ωB97M-V/def2-TZVPD.

The gap between HOMO and LUMO is 8.54 eV.

XYZ file:
```
24
C9H11NOS2 | the Open Molecules 2025 dataset | ωB97M-V/def2-TZVPD
C 2.483 1.455 0.835
C 2.447 1.487 -0.552
C 2.028 0.397 1.587
C 1.972 0.367 -1.222
C 1.412 -0.657 0.898
C 1.386 -0.646 -0.511
C 0.469 -2.835 0.563
C -3.279 1.241 -0.818
C -1.965 0.329 -0.905
N 0.825 -1.885 1.418
O -1.962 -0.643 0.173
S 0.615 -2.106 -1.075
S -0.251 -4.255 0.927
H 2.832 2.345 1.383
H 2.708 2.506 -1.023
H 2.030 0.400 2.617
H 1.860 0.388 -2.240
H -2.760 2.249 -0.786
H -4.015 1.105 -1.521
H -3.704 1.174 0.239
H -1.141 1.018 -0.673
H -1.828 -0.243 -1.804
H 0.623 -1.964 2.435
H -2.785 -1.227 0.054
```

Results of the Mulliken charge analysis, in e, for atoms 1 through 6: -0.288, -0.430, -0.980, -0.311, -0.172, 0.710

Entry B
This record from the Open Molecules 2025 dataset describes C9H11NOS2 in the gas phase. The level of theory is ωB97M-V/def2-TZVPD.

The gap between HOMO and LUMO is 9.13 eV.

XYZ file:
```
24
C9H11NOS2 | the Open Molecules 2025 dataset | ωB97M-V/def2-TZVPD
C -0.763 1.984 -3.102
C -0.527 0.470 -2.822
C -0.872 0.149 -1.345
C 1.251 -0.946 0.932
C 2.232 -0.488 1.694
C 2.002 -0.229 3.047
C 0.619 -0.277 3.498
C -0.436 -0.779 2.696
C -0.064 -1.239 1.476
H -0.333 2.641 -2.252
H -0.241 2.395 -4.041
H -1.891 1.971 -3.227
H 0.528 0.231 -2.755
H -1.047 -0.175 -3.529
H -0.290 0.964 -0.726
H -1.912 0.206 -1.115
H 3.181 -0.151 1.373
H 2.737 0.163 3.606
H 0.305 0.000 4.487
H -1.527 -0.725 2.926
N -0.443 -1.184 -0.943
O -2.578 -1.469 0.590
S 1.297 -1.454 -0.830
S -1.229 -2.058 0.361
```

Results of the Mulliken charge analysis, in e, for atoms 1 through 6: -1.015, -0.325, -0.542, 0.031, -0.343, -0.680

Tell me which of them is the most stable. Sure, it is entry A.

Entry A
This record from the Open Molecules 2025 dataset describes a molecular structure, C41H60BCrN12OS5. The level of theory is ωB97M-V/def2-TZVPD.

The gap between HOMO and LUMO (spin up / spin down) is 5.50 / 6.34 eV. The spin multiplicity is 5. As for the total charge: +1.

XYZ file:
```
121
C41H60BCrN12OS5 | the Open Molecules 2025 dataset | ωB97M-V/def2-TZVPD
Cr 0.181 -0.712 0.922
C 4.631 -0.203 -2.586
C 4.693 1.258 -2.138
C 5.575 2.023 -3.122
C 5.291 1.409 -0.740
N 3.319 1.847 -2.156
C 2.926 2.882 -2.992
C 1.620 3.111 -2.765
N 1.204 2.242 -1.784
B -0.237 2.082 -1.241
N -0.271 2.844 0.121
C 0.244 4.099 0.343
C 0.000 4.424 1.626
N -0.644 3.348 2.217
C -0.805 2.388 1.268
S -1.582 0.852 1.401
C -1.099 3.446 3.645
C -2.277 4.420 3.677
C -1.525 2.112 4.246
C 0.071 3.977 4.478
N -1.244 2.702 -2.218
C -2.029 3.824 -2.037
C -2.838 3.933 -3.102
N -2.565 2.873 -3.957
C -1.574 2.106 -3.404
S -0.795 0.715 -3.978
C -3.309 2.770 -5.249
C -4.804 2.733 -4.921
C -2.966 1.529 -6.062
C -2.967 4.009 -6.081
C 2.236 1.471 -1.423
S 2.202 0.164 -0.284
H 5.646 -0.601 -2.638
H 4.185 -0.271 -3.580
H 4.052 -0.817 -1.902
H 6.573 1.589 -3.083
H 5.663 3.078 -2.859
H 5.216 1.932 -4.147
H 6.305 1.006 -0.738
H 4.704 0.876 0.005
H 5.340 2.463 -0.461
H 3.596 3.354 -3.683
H 0.941 3.801 -3.234
H -0.469 0.940 -1.073
H 0.747 4.653 -0.431
H 0.230 5.323 2.165
H -3.101 4.041 3.072
H -1.995 5.406 3.303
H -2.628 4.536 4.702
H -2.415 1.707 3.777
H -1.744 2.297 5.299
H -0.730 1.368 4.184
H 0.382 4.979 4.188
H 0.927 3.305 4.402
H -0.237 4.024 5.522
H -1.960 4.446 -1.163
H -3.584 4.672 -3.322
H -5.029 1.886 -4.273
H -5.371 2.619 -5.845
H -5.148 3.644 -4.433
H -3.190 0.613 -5.521
H -1.918 1.503 -6.347
H -3.578 1.564 -6.965
H -3.230 4.934 -5.568
H -3.518 3.979 -7.021
H -1.900 4.028 -6.308
N -1.202 -2.711 4.311
C -1.540 -4.016 3.908
C -1.346 -5.115 4.737
C -1.712 -6.379 4.298
C -2.233 -6.560 3.026
C -2.399 -5.469 2.185
C -2.076 -4.197 2.633
S -2.346 -2.727 1.701
N -0.904 -1.915 2.120
C -0.568 -1.871 3.410
C 0.488 -1.018 3.780
C 1.056 -0.914 5.078
C 2.025 0.014 5.324
C 2.458 0.867 4.280
C 1.912 0.690 3.030
N 0.985 -0.232 2.751
H -0.918 -2.619 5.273
H -0.929 -4.977 5.729
H -1.580 -7.229 4.955
H -2.507 -7.550 2.687
H -2.796 -5.597 1.186
H 0.717 -1.560 5.878
H 2.454 0.101 6.314
H 3.204 1.630 4.443
H 2.236 1.287 2.185
O -0.676 -1.320 -0.716
C -1.033 -1.970 -1.714
C -0.030 -2.539 -2.676
C 0.002 -4.089 -2.677
C -1.221 -4.767 -2.056
C -2.542 -4.500 -2.779
C -2.791 -3.010 -3.046
N -2.320 -2.175 -1.951
H 0.936 -2.122 -2.396
H -0.272 -2.144 -3.664
H 0.882 -4.413 -2.120
H 0.136 -4.439 -3.702
H -1.309 -4.451 -1.011
H -1.049 -5.844 -2.029
H -3.360 -4.906 -2.178
H -2.564 -5.026 -3.736
H -3.850 -2.809 -3.189
H -2.287 -2.686 -3.957
H -2.965 -1.808 -1.268
C 2.895 -4.152 4.228
N 2.188 -3.944 2.979
C 2.434 -2.952 2.128
N 3.370 -2.053 2.431
S 1.571 -2.857 0.656
H 2.431 -4.982 4.754
H 2.820 -3.267 4.864
H 3.946 -4.392 4.057
H 1.478 -4.595 2.683
H 3.788 -1.996 3.345
H 3.490 -1.279 1.795
```

Results of the Mulliken charge analysis, in e, for atoms 1 through 6: 0.655, -1.558, 1.263, -2.292, -1.169, 0.590

Entry B
This record from the Open Molecules 2025 dataset describes a molecular structure, C41H60BCrN12OS5. The level of theory is ωB97M-V/def2-TZVPD.

The gap between HOMO and LUMO (spin up / spin down) is 5.83 / 5.75 eV. The spin multiplicity is 5. As for the total charge: +1.

XYZ file:
```
121
C41H60BCrN12OS5 | the Open Molecules 2025 dataset | ωB97M-V/def2-TZVPD
Cr -0.280 -0.175 -1.199
C 3.711 3.542 3.825
C 2.717 4.008 2.760
C 2.097 5.356 3.120
C 3.453 4.137 1.433
N 1.584 3.007 2.738
C 0.906 2.756 3.914
C -0.088 1.898 3.634
N -0.035 1.597 2.291
B -1.089 0.628 1.640
N -1.616 -0.316 2.737
C -2.844 -0.234 3.363
C -2.931 -1.259 4.229
N -1.751 -1.984 4.142
C -0.950 -1.399 3.204
S 0.634 -1.818 2.706
C -1.488 -3.235 4.914
C -2.663 -3.503 5.850
C -1.368 -4.398 3.933
C -0.226 -3.064 5.756
N -2.242 1.515 1.119
C -2.754 2.595 1.819
C -3.711 3.162 1.069
N -3.781 2.455 -0.120
C -2.891 1.436 -0.060
S -2.671 0.178 -1.219
C -4.669 2.823 -1.269
C -5.413 4.109 -0.916
C -3.797 3.099 -2.494
C -5.684 1.711 -1.513
C 0.984 2.286 1.763
S 1.628 2.188 0.137
H 4.582 4.195 3.802
H 4.040 2.520 3.629
H 3.298 3.585 4.832
H 2.882 6.112 3.164
H 1.603 5.328 4.092
H 1.367 5.643 2.367
H 4.300 4.801 1.609
H 2.836 4.582 0.656
H 3.858 3.182 1.090
H 1.182 3.219 4.842
H -0.834 1.470 4.279
H -0.589 -0.051 0.793
H -3.556 0.542 3.145
H -3.727 -1.521 4.898
H -3.594 -3.670 5.306
H -2.805 -2.697 6.570
H -2.441 -4.411 6.409
H -2.275 -4.481 3.330
H -1.230 -5.328 4.485
H -0.518 -4.245 3.276
H -0.333 -2.209 6.427
H 0.652 -2.913 5.135
H -0.081 -3.958 6.366
H -2.354 2.916 2.763
H -4.278 4.054 1.251
H -4.723 4.932 -0.726
H -6.073 3.978 -0.057
H -6.033 4.381 -1.769
H -3.047 3.855 -2.247
H -4.430 3.477 -3.300
H -3.297 2.197 -2.838
H -6.290 1.546 -0.620
H -5.204 0.775 -1.788
H -6.348 2.009 -2.326
N 1.092 3.612 -2.252
C 1.375 4.816 -1.557
C 2.397 5.585 -2.119
C 2.788 6.768 -1.533
C 2.139 7.182 -0.365
C 1.107 6.436 0.156
C 0.656 5.228 -0.425
S -0.771 4.426 0.137
N 0.319 1.819 -0.897
C 0.368 2.516 -1.997
C -0.194 1.871 -3.236
C -0.542 2.627 -4.334
C -0.896 1.978 -5.510
C -0.903 0.603 -5.526
C -0.603 -0.076 -4.353
N -0.253 0.546 -3.228
H 1.445 3.645 -3.200
H 2.893 5.241 -3.022
H 3.577 7.360 -1.975
H 2.426 8.109 0.115
H 0.567 6.786 1.027
H -0.562 3.706 -4.254
H -1.171 2.544 -6.390
H -1.149 0.051 -6.423
H -0.648 -1.158 -4.298
O 1.687 -0.724 -1.010
C 2.783 -0.751 -1.568
C 2.971 -0.581 -3.043
C 2.825 -2.024 -3.593
C 3.672 -3.107 -2.895
C 3.230 -3.481 -1.466
C 3.767 -2.554 -0.361
N 3.888 -1.187 -0.900
H 3.971 -0.200 -3.261
H 2.226 0.081 -3.475
H 3.079 -2.004 -4.654
H 1.770 -2.307 -3.518
H 4.733 -2.829 -2.911
H 3.600 -4.003 -3.513
H 3.537 -4.505 -1.244
H 2.142 -3.463 -1.442
H 4.767 -2.852 -0.047
H 3.125 -2.545 0.519
H 4.727 -1.094 -1.453
C 0.708 -5.042 0.828
N 0.103 -3.897 0.177
C -0.409 -3.932 -1.042
N -0.454 -5.121 -1.676
S -0.981 -2.559 -1.867
H 1.178 -4.692 1.744
H 1.474 -5.490 0.190
H -0.033 -5.801 1.091
H 0.105 -3.010 0.687
H -0.344 -5.986 -1.173
H -0.927 -5.150 -2.562
```

Results of the Mulliken charge analysis, in e, for atoms 1 through 6: -0.242, -1.720, 1.518, -1.407, -2.475, 0.728

Tell me which of them is the most stable. Sure, it is entry A.

Entry A
This record from the Open Molecules 2025 dataset describes C6H7NO3 in the gas phase. The level of theory is ωB97M-V/def2-TZVPD.

The gap between HOMO and LUMO is 8.53 eV.

XYZ file:
```
17
C6H7NO3 | the Open Molecules 2025 dataset | ωB97M-V/def2-TZVPD
C -1.900 1.173 -1.375
C 2.054 -1.232 0.409
N -0.893 0.316 -0.789
C 0.399 0.344 1.732
C -1.001 -0.677 0.445
C 0.804 -0.401 0.365
C 0.414 0.389 -0.768
O -0.935 0.228 1.710
O 1.119 0.737 2.590
O -1.711 -1.639 0.412
H 1.004 0.957 -1.481
H -2.187 1.951 -0.660
H -1.516 1.638 -2.283
H -2.773 0.567 -1.607
H 1.989 -1.966 1.215
H 2.201 -1.774 -0.526
H 2.933 -0.613 0.610
```

Results of the Mulliken charge analysis, in e, for atoms 1 through 6: -0.848, -1.513, 0.086, 0.522, 0.563, 0.609

Entry B
This record from the Open Molecules 2025 dataset describes 2 unconnected molecules or ions with the total composition C6H7NO3. The level of theory is ωB97M-V/def2-TZVPD.

The gap between HOMO and LUMO is 10.84 eV.

XYZ file:
```
17
C6H7NO3 | the Open Molecules 2025 dataset | ωB97M-V/def2-TZVPD
O 0.072 -0.622 -1.531
C 0.152 -0.855 -0.164
C 1.491 -0.486 0.389
N 2.376 -0.350 1.151
C -1.010 -0.242 0.663
C -0.951 1.263 0.892
O -0.166 2.007 0.361
C -2.319 -0.557 0.080
C -3.412 -0.743 -0.402
H 0.341 0.289 -1.771
H 0.077 -1.944 -0.025
H -0.974 -0.688 1.674
H -1.715 1.644 1.600
H -4.428 -0.896 -0.726
O 3.658 0.562 -1.027
H 2.969 1.227 -1.177
H 3.838 0.391 0.013
```

Results of the Mulliken charge analysis, in e, for atoms 1 through 6: -0.528, 0.077, 0.200, -0.606, 0.305, -0.142

Tell me which of them is the most stable. Sure, it is entry A.

Entry A
This record from the Open Molecules 2025 dataset describes C9H12N4O2 in the gas phase. The level of theory is ωB97M-V/def2-TZVPD.

The gap between HOMO and LUMO is 6.64 eV.

XYZ file:
```
27
C9H12N4O2 | the Open Molecules 2025 dataset | ωB97M-V/def2-TZVPD
O 0.135 3.147 -3.721
O -1.043 -2.343 0.873
N -0.691 -0.496 2.012
C 0.003 1.895 -3.713
C -0.288 -0.371 -2.749
C -0.054 1.672 -1.390
C -0.502 -1.080 -1.593
C -0.201 0.943 -0.259
C -0.180 1.045 -2.625
C -0.432 -0.437 -0.327
N 0.489 1.359 -4.874
N -0.215 -0.968 3.143
N -0.663 -1.138 0.884
C -0.518 0.010 4.290
C 1.113 -1.702 3.209
H -0.268 -0.820 -3.755
H 0.249 2.723 -1.223
H -0.684 -2.133 -1.550
H 0.229 1.337 0.719
H 0.634 1.972 -5.676
H 0.463 0.367 -5.128
H -0.170 -0.350 5.283
H -1.600 0.068 4.338
H -0.212 1.045 4.076
H 1.934 -1.049 3.017
H 1.301 -2.101 4.236
H 1.172 -2.595 2.504
```

Results of the Mulliken charge analysis, in e, for atoms 1 through 6: -0.675, -0.702, -0.622, 0.664, -0.682, -0.883

Entry B
This record from the Open Molecules 2025 dataset describes 2 unconnected molecules or ions with the total composition C9H12N4O2. The level of theory is ωB97M-V/def2-TZVPD.

The gap between HOMO and LUMO (spin up / spin down) is 8.50 / 5.15 eV.

XYZ file:
```
27
C9H12N4O2 | the Open Molecules 2025 dataset | ωB97M-V/def2-TZVPD
C -3.405 0.345 0.650
C -2.418 0.832 1.489
C -3.137 -0.316 -0.546
C -0.832 -0.001 -0.238
C -1.139 0.652 1.020
C -1.789 -0.657 -0.953
C 0.813 -1.877 0.502
C 0.584 -0.333 -0.249
C 3.551 1.820 -0.243
N 0.062 1.009 1.545
N 1.153 0.599 0.725
N -1.621 -1.570 -1.947
N 3.800 0.765 -1.074
O 1.384 -1.789 1.548
O 0.344 -2.726 -0.228
H -4.498 0.427 0.948
H -2.783 1.206 2.467
H -3.958 -0.814 -1.048
H 0.944 -0.413 -1.300
H 4.248 2.058 0.560
H 2.802 2.570 -0.383
H -0.006 1.363 2.444
H -2.504 -2.048 -2.333
H -0.740 -2.052 -2.002
H 3.728 -0.143 -0.607
H 3.530 0.974 -2.014
H 1.889 0.120 1.268
```

Results of the Mulliken charge analysis, in e, for atoms 1 through 6: -0.141, -1.263, -0.917, 0.065, 0.726, 0.610

Tell me which of them is the most stable. Sure, it is entry B.